Record 1
18
Properties=species:S:1:pos:R:3 method="wB97M-V/def2-TZVPD" fmax_ha_per_bohr=0.059 mol_weight_g_mol=101.1 homo_lumo_gap_ev=9.8 homo_ev=-9.0 e_above_lowest_kj_mol=122.08
H -1.69991 -1.08611 1.56409
C -1.90393 0.82849 -0.91635
C 1.05961 -0.40324 0.87533
C 0.32573 0.26356 -0.22090
C 2.50664 -0.00555 0.93598
O 0.75246 0.94564 -1.13194
H -1.58854 1.11266 -1.93235
H 0.44936 -0.15934 1.78996
H -2.06809 1.62846 -0.15565
N -1.01138 -0.17875 -0.31392
H -2.92072 0.41063 -1.10114
H 0.95268 -1.47286 0.61994
H 3.24138 -0.68266 1.35584
H -1.19423 -2.22343 0.27833
H 2.62623 0.94120 1.46694
C -1.58798 -1.24452 0.48454
H -2.67331 -1.20332 0.20403
H 2.83723 0.17092 -0.12715

***

Record 2
96
Properties=species:S:1:pos:R:3 method="wB97M-V/def2-TZVPD" spin_multiplicity=6 s_squared=8.77 fmax_ha_per_bohr=0.024 mol_weight_g_mol=823.1 homo_lumo_gap_ev="6.9 / 6.1" homo_ev="-6.9 / -8.1" e_above_lowest_kj_mol=83.33
C 4.30669 -0.91288 1.34715
H -2.07675 -4.79668 -4.53138
C -1.17475 -0.06832 -5.43149
H -2.12134 2.15805 3.80233
C 3.14117 -1.27473 0.70232
H -2.80105 -4.48666 -0.31972
H -2.44051 -2.50861 0.85977
H -0.37390 -4.60567 2.32666
H -3.95936 2.92300 -2.46781
C 0.90777 2.92706 0.26785
H -2.32687 0.62382 2.98756
H 4.20614 4.72932 -0.55386
C -0.46963 2.46300 0.67656
C -3.69388 0.32129 -2.17318
C 3.27132 4.23093 -0.32481
H -2.82062 -5.81920 -2.39278
H -2.58491 -0.95662 -0.04673
H 1.90141 1.12224 -0.30765
H -4.45416 0.43276 -2.94992
H -0.16775 1.11545 6.62233
O -1.15513 5.77217 0.00453
C -1.55093 -2.93683 -3.60661
C 1.95700 -1.15494 -3.49430
H -1.15017 -2.53502 -4.52733
C -2.03981 -2.70809 -1.23523
C 4.20679 -0.38206 2.62687
C -1.22153 0.94094 -2.51693
H 1.60888 2.19095 3.09567
C -2.05319 -4.22547 -3.61111
C -2.05850 -2.33870 3.80614
H -4.17897 0.52274 -1.21462
C -2.47710 -4.79110 -2.41447
H -3.36072 -0.70960 -2.18907
C 2.89659 -1.20470 -4.51269
C -2.09979 -1.93455 0.00524
C -1.95977 1.08019 3.90715
C 0.63284 -0.78375 -3.73610
Ru -0.19785 -0.80727 0.32313
C -1.52117 -2.17291 -2.43588
C 0.95465 2.26136 3.96652
C -0.27547 1.93651 -2.80427
H 0.34522 3.16324 3.84829
C 2.96462 -0.25731 3.21473
H 4.03436 2.28631 -0.81091
C 0.63566 -3.01855 4.99524
C 1.82033 -0.67566 2.52090
C 2.17688 4.97949 0.09343
C 0.49840 -0.68555 3.13981
P -0.44171 -0.71746 -2.24508
Si -0.22664 -2.40764 3.44113
C 0.20161 -3.69358 2.13288
C -2.56995 1.30073 -2.40936
O -0.40911 5.36863 2.31476
C -1.98094 3.61255 -2.87948
C 1.01089 4.29921 0.38217
Si -0.13705 0.75715 4.18945
N -1.29775 3.43190 0.98023
H -1.43019 -0.49952 -6.40173
H -1.91575 -0.39610 -4.70845
H 0.89039 -0.27458 -7.06801
H 0.10732 3.99954 -3.23044
C -0.64606 3.25425 -3.00345
C -2.91630 2.64182 -2.57821
C 2.50799 -0.87680 -5.80090
H -2.28231 4.64626 -2.99511
H -1.25569 1.01900 -5.51649
H 3.16112 -1.66740 -0.30830
H 1.26600 -3.94184 2.18877
H 1.58512 2.40534 4.84955
H 3.92093 -1.48874 -4.30292
H -0.01193 -3.39329 1.11245
H -2.49698 -3.33618 3.69839
C -2.46241 -4.04594 -1.25179
H 0.98949 -0.17999 6.25662
H -2.55418 0.71445 4.74934
C 1.98781 2.18660 -0.17346
C 1.19218 -0.51754 -6.05358
H 0.33872 -4.05594 5.19040
H 2.24905 -1.39725 -2.47843
H 2.23227 6.05829 0.18937
H 2.85331 0.12982 4.22070
C 3.17526 2.84864 -0.46406
O -0.80793 1.22852 0.75377
C 0.00631 0.23127 5.99580
H 0.35767 -2.41570 5.86481
H -2.21944 -2.01066 4.83910
H 5.09640 -0.07379 3.16378
H -2.59849 -1.65244 3.14933
H 3.22419 -0.90855 -6.61328
H -0.75522 -0.51484 6.25291
C 0.23133 -0.46384 -5.04537
S -0.56354 4.88835 0.96741
H 0.77037 1.66766 -2.89504
H 5.26345 -1.03779 0.85817
H 1.72664 -2.99097 4.89477
N 1.93256 -1.16099 1.25557

***

Record 3
93
Properties=species:S:1:pos:R:3 method="wB97M-V/def2-TZVPD" spin_multiplicity=3 charge=-1 s_squared=2.00 fmax_ha_per_bohr=0.084 mol_weight_g_mol=974.2 homo_lumo_gap_ev="6.8 / 6.8" homo_ev="-4.6 / -4.6"
F -0.81118 -2.77835 2.92772
C -3.98339 0.65914 -2.54864
H -2.80736 5.02102 -3.20131
H 0.60544 -3.90332 -2.03015
H 4.90819 3.82448 2.71554
F 1.43796 -1.93580 3.72848
C -0.04213 -3.15310 -1.57323
H 2.55865 0.61248 4.32233
O -1.36986 -0.19804 2.15086
N 0.31447 -1.86946 -1.60298
H -0.02934 3.54438 -4.57137
H -1.09954 -0.10830 -3.49112
H -2.73282 -6.67829 -0.49090
H 1.46329 -1.77960 -3.35715
C -0.07201 4.30900 3.71372
C -1.29606 4.04977 -1.95311
C -2.59494 -5.60375 -0.47019
H -0.16147 2.37510 4.36127
C -2.47018 2.58452 -5.13281
H -1.75020 3.64366 0.13573
H -0.75087 0.15451 -5.20992
N -0.06623 2.00890 1.12791
H 0.77881 4.22695 -2.67804
C -1.47367 1.93377 -4.17115
C 1.92172 -0.11827 -2.10059
H 4.11151 2.48725 4.65689
H 4.25357 3.11774 0.42998
C -1.44146 0.40236 -4.39489
P -1.72052 2.20997 -2.28336
O -2.16032 -1.51281 -0.36278
H -5.55550 2.80053 -2.32559
H 3.48060 1.52288 -1.02079
Tm -0.48414 -0.20821 0.13493
H 2.87010 0.10833 -2.60116
H -4.37053 4.06411 -1.98498
C -3.59764 -4.77658 0.12190
Te -0.01481 -1.04922 2.95168
C 3.00300 1.51466 1.08675
C -1.21597 -3.66016 -0.99350
H -3.47074 2.15635 -5.03173
H -4.00472 0.69102 -3.63903
C 2.89816 1.18848 3.47419
F -0.78851 -1.31048 4.68161
H -3.01032 4.58797 -0.68808
H -2.54209 3.66539 -4.98425
H -3.29058 -0.11986 -2.22469
H 2.36370 -2.21573 -1.89016
C -1.44853 -5.05910 -0.99878
H -2.13851 2.40883 -6.16433
C 4.24119 2.98340 2.56919
H 0.49371 4.94621 -1.08682
H -4.15151 -2.76330 0.61476
F 0.36261 0.53989 4.06472
C 3.87003 2.58599 1.29685
C -0.02550 2.93916 1.81943
H -2.98578 1.29534 0.02159
H -4.37131 3.25821 -3.55922
N 1.94338 0.22502 -0.68980
H -4.98705 0.38199 -2.20560
C -1.73316 5.07765 -2.99761
H 0.64040 2.15544 -3.69883
H 1.12368 0.48088 -2.53770
C 3.77620 2.24313 3.65269
C -3.78766 1.87366 -0.41577
H -1.51695 6.08326 -2.61480
C -3.41078 -3.41564 0.16480
C 1.55654 -1.57722 -2.28163
N -0.82310 1.24024 -1.51014
H -0.07319 6.30851 3.42549
F 0.49640 -1.98978 1.19898
N -0.03793 4.11340 2.42082
H -1.48652 5.34983 -0.23375
C 2.43035 0.85374 2.19856
C -1.93549 4.42164 -0.60431
O 1.54234 -0.10227 1.95139
N -0.16000 5.59894 4.12889
C 2.78639 1.07850 -0.29735
C 0.23325 4.10402 -1.74021
H -0.23657 3.57610 5.60116
C -2.25686 -2.79036 -0.37761
H 0.56775 3.18305 -1.25482
H 0.29203 2.03762 -5.43162
H -2.42123 0.00470 -4.66486
H -4.72236 1.33768 -0.21594
C -3.59129 2.01749 -1.93653
H -0.69202 -5.70116 -1.43075
N -0.02323 3.35658 4.64630
H -1.19855 4.96598 -3.94258
C -0.05791 2.45693 -4.48200
C -4.51367 3.10469 -2.48612
H -4.49375 -5.22127 0.53471
H -3.84047 2.83293 0.09668
H -0.04191 5.84085 5.09284

***

Record 4
12
Properties=species:S:1:pos:R:3 method="wB97M-V/def2-TZVPD" charge=-1 fmax_ha_per_bohr=0.049 mol_weight_g_mol=128.1 homo_lumo_gap_ev=7.9 homo_ev=-4.1 e_above_lowest_kj_mol=266.26
F 1.69482 -2.47577 -0.65915
C -1.50815 0.38220 -0.78787
N -0.40615 0.19351 -0.47039
H 2.85271 0.21322 -0.08168
C 0.54689 -1.69974 -0.77701
H 1.61594 1.29742 0.41157
C 0.74333 -0.46716 -0.26280
O -3.09001 -0.15971 0.83709
H 1.99701 -0.23308 1.37644
O -3.35889 1.89610 -0.11467
C -2.94725 0.77472 0.11954
C 1.85976 0.27829 0.40893

***

Record 5
46
Properties=species:S:1:pos:R:3 method="wB97M-V/def2-TZVPD" charge=-1 fmax_ha_per_bohr=0.091 mol_weight_g_mol=411.1 homo_lumo_gap_ev=4.6 homo_ev=-3.4 e_above_lowest_kj_mol=880.37
H 5.04237 -1.82668 4.07657
H -2.55181 0.53035 5.85120
S 2.81849 4.32715 1.71095
H -1.78310 -1.30475 -4.92436
H 2.30105 -0.57938 -3.44676
H -2.26519 -0.38260 -6.02397
O -1.47922 -0.81278 -5.68716
H -5.71066 -0.14881 1.94204
S 0.41743 -0.08928 0.19005
H 1.58924 -2.94755 3.45575
H -2.75469 -0.69853 -1.70928
O -2.58034 1.00822 5.02232
H 1.47590 -3.50221 -2.22470
O 3.75221 3.24202 1.37415
H -3.53331 0.59950 -1.68216
H -1.51481 -4.12386 -1.10070
H 0.57475 2.02515 -4.44033
H -0.21464 3.28361 -4.73194
O 1.78530 3.78572 2.57177
O 2.00848 -4.20178 -2.60309
O 2.27245 4.88863 0.47667
H 0.38228 -3.72044 3.94339
Li 4.03146 0.22860 1.11493
O 1.15037 -0.53645 1.35043
O -1.86034 -5.00335 -0.94794
H 3.85059 -1.17636 4.74639
H 2.64008 -1.39611 -4.67554
H -3.16889 4.14341 -0.52883
O 1.43550 0.54285 -0.60489
O 4.58826 -0.98880 4.16596
O -0.18885 -1.14252 -0.58616
H -2.92038 2.85314 0.22309
H -4.30178 -0.04101 1.39859
O -0.56415 0.88115 0.60622
O -3.63022 -0.33796 -1.84947
O 0.54291 2.96137 -4.24357
H -2.25596 -4.95793 -0.07752
H 2.02063 -4.88400 -1.93178
Li -0.18031 1.40968 3.33004
O 1.31639 -3.59228 4.10852
Li 2.69705 3.40738 -2.16080
H -3.18594 0.50642 4.47672
O 3.53371 5.39031 2.33739
O -3.61753 3.37711 -0.17143
O 2.84537 -0.57197 -4.23409
O -4.81014 -0.42440 2.11332

***

Record 6
84
Properties=species:S:1:pos:R:3 method="wB97M-V/def2-TZVPD" charge=+2 fmax_ha_per_bohr=0.016 mol_weight_g_mol=755.5 homo_lumo_gap_ev=6.8 homo_ev=-13.3 e_above_lowest_kj_mol=64.42
H 1.65954 5.60539 0.75825
C 3.10274 4.20185 1.48826
H -1.22616 1.40697 0.09001
H 0.89813 0.07541 5.32850
I 2.69635 -2.87364 -0.78287
H 4.39609 2.62988 2.09861
C 0.55787 1.21433 -5.52589
H -2.86855 1.05387 0.30919
H 1.40205 1.04577 3.12680
C 1.85368 0.85363 -3.52130
H 3.34552 3.09301 -5.55558
C 3.48990 2.87264 1.56504
H 4.54342 -3.42781 -2.98831
H 5.30804 0.84184 2.23711
C -2.21930 -2.32076 2.20191
H 0.87357 1.53087 -0.17329
C 0.26121 -1.91512 -4.09677
H -1.04722 0.76809 -2.35887
C 5.67092 0.33189 1.35469
P 3.04322 0.08549 0.91553
C 2.60296 2.39564 -5.19599
N -0.32913 -0.87527 0.74045
C 7.20750 -1.66115 -1.98228
C 0.72658 0.55135 -4.32011
C 3.40578 -1.69896 2.99327
C 2.83819 1.75209 -3.98351
C 0.01692 -1.94652 1.50073
C 2.78803 -0.51679 2.58984
C 5.26200 -1.11041 -0.55602
H 8.25715 -1.51554 -2.18508
N -1.93719 0.69211 0.16790
H 0.25438 3.86734 -0.31290
C 4.20708 1.97349 -3.38772
H 3.71029 4.96075 1.95869
C -0.95519 -0.28844 -2.62114
H -0.41558 -0.83376 -1.80928
C -0.29656 -0.50188 -3.96808
C 1.15802 3.59406 0.21302
C 5.11479 -2.70594 -2.42375
H 6.88209 -2.97702 -3.62483
C 4.55136 -2.05297 -1.35693
C 7.50750 -0.23214 -0.04138
H -0.49590 -2.65813 -3.84315
H 4.13471 -2.18445 2.35611
C 6.64702 -0.99446 -0.86804
H 3.93214 1.50269 -1.31579
H 0.59147 -2.10555 -5.11513
C -2.58867 -1.20181 1.50678
C 1.94747 4.56665 0.81315
H 8.55312 -0.17708 -0.30727
C 1.58936 -0.42576 4.66890
H 1.32946 2.67576 -6.88953
Ti 1.27158 -0.41312 -0.84854
C 1.56126 2.27137 0.29456
H 7.70994 0.90498 1.74969
H 3.60508 3.19743 -1.69668
H 1.07613 -2.19759 1.52181
H -0.30785 0.98797 -6.13264
C 6.45646 -2.47111 -2.77367
H 4.67665 -0.12216 -3.16877
H -1.94443 -0.74974 -2.54415
C 1.87518 0.11898 3.42925
H 5.10754 0.53877 -4.74209
C 7.04549 0.37326 1.08671
C 4.77291 -0.32002 0.53746
H 1.97637 -2.02853 6.03424
C 2.19937 -1.60764 5.06639
H -1.09900 -0.39410 -4.70599
C 3.10879 -2.24060 4.23132
C 4.24616 2.34709 -1.92231
C 5.07334 0.75464 -3.67590
N 1.92263 0.22200 -2.26510
C -1.60652 -0.46755 0.81463
H -3.60946 -0.85150 1.50440
C 1.47700 2.15394 -5.95599
H 6.09229 0.92319 -3.32771
H 1.12848 -2.06090 -3.43580
H 4.63378 2.81191 -3.94817
H 5.26578 2.59961 -1.63083
C -0.86908 -2.69043 2.22771
C 2.72304 1.87871 0.95623
H -2.95719 -2.88690 2.74952
H 3.59915 -3.14745 4.55206
H -0.52101 -3.53094 2.80324

***

Record 7
8
Properties=species:S:1:pos:R:3 method="wB97M-V/def2-TZVPD" charge=+3 fmax_ha_per_bohr=0.122 mol_weight_g_mol=162.7 homo_lumo_gap_ev=6.8 homo_ev=-25.7
H 0.91997 -2.22927 -0.58881
H -0.38211 -2.77708 -1.13321
Cl 1.78717 0.45217 -0.33939
Zr -0.87973 -0.06119 -0.29839
H -0.98220 2.73656 0.69969
O -0.56716 1.88301 0.82393
O -0.01880 -2.04730 -0.63156
H 0.12286 2.04311 1.46772

***

Record 8
76
Properties=species:S:1:pos:R:3 method="wB97M-V/def2-TZVPD" charge=+1 fmax_ha_per_bohr=0.038 mol_weight_g_mol=719.3 homo_lumo_gap_ev=6.6 homo_ev=-10.5
O -0.10788 -1.66109 -0.93463
C -1.06658 1.44611 -2.31023
C 0.49832 -3.72299 0.15907
H 0.44622 -4.20629 2.25057
H -2.63388 -1.61179 -0.32903
C 0.42382 3.45431 -1.96313
C -2.70258 -3.12289 1.24547
O 3.32172 2.08091 -2.07133
O 2.55042 -2.13979 -1.92223
C -2.25078 1.64961 2.71877
C 0.30962 0.87291 1.99157
H 1.11732 3.13381 -1.18413
H -5.17528 2.86871 -0.27713
H -4.03628 4.05501 0.38067
H -3.89688 1.68441 4.07207
H -3.04018 -4.16049 1.32877
C 5.79022 -1.68669 -0.33103
H -3.62928 -0.73999 -2.89653
H 5.17372 3.17991 0.06397
C -4.35688 3.54071 -0.52333
Se 0.46492 0.44461 -3.05963
C -2.33938 0.86531 -2.31993
C -0.88158 2.74521 -1.82883
H -1.93958 -1.21089 -2.62573
C -0.73928 0.69681 1.11117
N 4.07842 -0.20449 -1.05363
H 0.28772 4.53081 -1.88243
C -2.02008 1.06341 1.47917
H 7.59922 -0.73809 0.32327
C 6.59112 -0.59049 -0.03723
H -3.67888 3.17391 3.17867
C -2.74318 -2.69109 -0.22953
H 1.39812 -3.16329 0.41147
C 0.09972 1.42531 3.24277
C -1.30648 -3.01409 1.88877
H 0.76842 -4.62379 -0.39573
C -3.39088 1.55251 -1.72953
Ga 1.81532 -0.00159 -1.21643
N -1.63218 -3.33739 -0.90923
H -4.35528 1.77241 2.36097
H 3.18472 -4.31269 -1.40733
C -1.18058 1.81921 3.59537
H 6.74412 1.55031 -0.06353
H 0.88702 3.22881 -2.92483
H -0.55138 0.25891 0.13947
H -2.83728 0.91541 0.78787
H -0.79038 -5.04479 1.33617
H -1.67658 -4.34119 -0.76843
C -0.28268 -4.08339 1.44867
H -1.83098 4.39541 -0.86733
C -2.59368 -0.43429 -3.00993
H -4.74308 4.29371 -1.21043
C -1.96118 3.39141 -1.24003
O 2.95592 0.78031 2.30927
O 4.58312 3.26871 -0.69783
C 4.16752 2.13141 -1.21903
H 6.13482 -2.70209 -0.20283
H -2.36968 -0.31279 -4.06883
C 3.55042 -2.45929 -1.30503
C -3.21568 2.80601 -1.15723
C 6.11202 0.69561 -0.25693
C 4.82532 0.84751 -0.77163
H -0.88828 -2.01959 1.71087
H 0.92862 1.54911 3.92177
H -3.67688 -3.00099 -0.69813
S 1.92612 0.56611 1.34267
H -1.35708 2.26661 4.56227
O 3.85492 -3.70849 -1.03723
C -3.62618 2.08991 3.10037
C 4.52162 -1.43459 -0.84213
C -0.39668 -2.81379 -0.64153
H -4.37518 1.10621 -1.73673
H -1.44378 -3.11089 2.96887
O 2.01112 1.50581 0.18697
O 1.99162 -0.79309 0.71877
H -3.39258 -2.50399 1.82067